Record 1
The following is a quantum chemistry calculation of an isolated ion of composition C9H9IN and charge +1, from OMol25.

Last column: Löwdin charge in e.
Geometry (Å):
C -2.58 0.67 0.33  -0.04
C -1.78 1.82 0.27  -0.01
C -2.11 -0.61 0.10  0.02
C -0.45 1.70 -0.14  0.02
C -0.71 -0.79 -0.04  -0.11
C -0.01 0.40 -0.21  -0.20
C 2.27 0.89 -0.72  0.14
C 0.24 -1.98 0.12  -0.12
C 1.58 -1.29 -0.02  -0.53
N 1.33 0.15 -0.34  -0.10
I 3.01 -1.35 1.77  0.81
H -3.51 0.82 0.70  0.09
H -2.19 2.84 0.59  0.15
H -2.87 -1.36 -0.05  0.13
H 0.17 2.47 -0.47  0.10
H 3.30 0.58 -0.70  0.10
H 2.16 1.99 -0.86  0.14
H -0.11 -2.23 1.12  0.12
H 0.10 -2.85 -0.64  0.17
H 2.16 -1.86 -0.81  0.12

Calculated values
Multiplicity   1
Strongest force on any atom   2.974 eV/Å
Kohn-Sham gap   8.025 eV
Lowest unoccupied orbital energy   -5.26 eV
SMILES string   C=[N+]1c2ccccc2C[C@@H]1I
Highest occupied orbital energy   -0.48807 Eh
E_tot   -19061.15811 eV
Net charge   +1

=====

Record 2
The following is a quantum chemistry calculation of C46H30Br2F3N7OSbSr as an isolated structure, from OMol25.

Last column: Löwdin charge in e.
Geometry (Å):
Sr -0.23 -0.70 -0.91  1.35
C -1.57 2.75 -4.08  -0.08
C -1.36 1.48 -3.54  -0.07
N -1.64 1.22 -2.27  0.07
C -2.11 2.23 -1.52  -0.19
C -2.30 3.49 -2.07  -0.05
N -2.03 3.75 -3.35  0.11
C -2.35 1.91 -0.09  -0.18
C -2.76 2.84 0.87  0.07
C -2.80 2.48 2.21  -0.12
C -2.48 1.16 2.56  0.06
C -2.21 0.28 1.53  -0.21
N -2.16 0.63 0.24  0.06
C -1.79 -1.13 1.86  -0.26
C -1.78 -1.71 3.13  -0.08
N -1.13 -2.84 3.37  0.11
C -0.65 -3.51 2.33  -0.14
C -1.14 -3.20 1.07  -0.17
N -1.75 -2.04 0.84  0.01
C -3.13 3.47 3.26  -0.18
C -3.88 3.12 4.37  -0.01
C -4.15 4.09 5.33  -0.12
N -3.71 5.34 5.25  0.08
C -2.99 5.67 4.18  -0.12
C -2.68 4.78 3.17  -0.01
H -1.34 2.94 -5.12  0.12
H -0.96 0.67 -4.13  0.11
H -2.67 4.31 -1.48  0.12
H -3.00 3.85 0.59  0.12
H -2.42 0.87 3.59  0.12
H -2.26 -1.24 3.98  0.12
H 0.00 -4.35 2.53  0.12
H -1.15 -3.91 0.25  0.12
H -4.29 2.12 4.49  0.12
H -4.74 3.84 6.20  0.11
H -2.65 6.70 4.14  0.11
H -2.07 5.11 2.34  0.11
C -3.53 -2.43 -1.82  -0.03
C -2.52 -2.73 -2.89  -0.32
C -2.83 -3.67 -3.89  -0.01
C -1.93 -3.92 -4.89  -0.01
C -0.71 -3.21 -4.94  -0.19
C 0.24 -3.32 -5.98  -0.63
Br -0.02 -4.57 -7.38  0.79
C 1.34 -2.52 -6.00  -0.17
C 1.55 -1.59 -4.97  -0.60
Br 3.05 -0.45 -5.08  0.81
C 0.71 -1.46 -3.87  -0.48
O 0.90 -0.62 -2.92  -0.35
C -0.47 -2.30 -3.89  -0.15
N -1.36 -2.10 -2.87  0.07
H -4.53 -2.42 -2.25  0.09
H -3.34 -1.46 -1.36  0.05
H -3.52 -3.19 -1.04  0.08
H -3.78 -4.18 -3.86  0.12
H -2.16 -4.64 -5.67  0.08
H 2.05 -2.58 -6.81  0.10
F 6.16 -0.62 5.75  0.09
C 5.19 -0.69 4.83  -0.27
C 5.46 -1.27 3.61  0.01
C 4.44 -1.35 2.67  -0.11
C 3.18 -0.84 2.95  -0.37
C 2.94 -0.28 4.20  -0.14
C 3.94 -0.19 5.15  0.00
Sb 1.53 -0.96 1.60  1.55
C 2.56 -1.69 -0.12  -0.44
C 3.66 -0.91 -0.51  -0.15
C 4.45 -1.28 -1.58  0.02
C 4.15 -2.45 -2.25  -0.29
F 4.91 -2.83 -3.27  0.08
C 3.09 -3.26 -1.88  0.01
C 2.29 -2.88 -0.81  -0.12
C 1.43 1.09 0.89  -0.40
C 1.14 2.03 1.89  -0.12
C 1.07 3.38 1.61  0.01
C 1.29 3.80 0.31  -0.27
F 1.20 5.11 0.04  0.08
C 1.58 2.92 -0.71  0.02
C 1.66 1.57 -0.41  -0.16
H 6.44 -1.67 3.41  0.13
H 4.66 -1.81 1.72  0.10
H 1.95 0.09 4.47  0.09
H 3.76 0.25 6.12  0.13
H 3.90 -0.01 0.04  0.11
H 5.30 -0.69 -1.90  0.13
H 2.91 -4.17 -2.43  0.13
H 1.47 -3.53 -0.51  0.10
H 0.95 1.71 2.91  0.09
H 0.85 4.11 2.38  0.13
H 1.75 3.28 -1.71  0.14
H 1.91 0.91 -1.24  0.08

Calculated values
Multiplicity   1
Strongest force on any atom   2.180 eV/Å
Kohn-Sham gap   5.782 eV
Lowest unoccupied orbital energy   -3.78 eV
Highest occupied orbital energy   -0.35125 Eh
E_tot   -216275.20212 eV
Net charge   +1

=====

Record 3
The following is a quantum chemistry calculation of a 12-piece molecular cluster, C62H128F15N9O13 overall, from OMol25.

Last column: Löwdin charge in e.
Geometry (Å):
C -5.21 2.90 -0.03  -0.07
C -6.32 3.29 0.79  -0.29
C -7.58 2.41 0.46  -0.14
O -8.77 2.69 1.25  -0.18
C -9.93 1.94 0.77  -0.06
N -5.93 3.18 2.28  0.23
H -6.67 3.42 2.93  0.16
H -5.65 2.23 2.48  0.08
H -5.19 3.72 2.70  0.14
H -5.34 3.20 -1.07  0.11
H -5.05 1.82 -0.12  0.09
H -4.27 3.36 0.28  0.09
H -6.51 4.35 0.62  0.16
H -7.29 1.36 0.42  0.11
H -7.78 2.70 -0.57  0.14
H -9.64 0.89 0.75  0.09
H -10.50 2.26 -0.10  0.09
H -10.71 2.08 1.52  0.09
C -3.38 0.88 7.40  0.00
C -2.56 1.75 6.40  -0.27
C -1.39 0.95 5.81  -0.17
O -0.72 1.46 4.66  -0.24
C 0.49 0.83 4.25  -0.05
N -3.46 2.28 5.29  0.23
H -4.02 1.57 4.85  0.11
H -3.94 3.09 5.65  0.16
H -2.92 2.70 4.54  0.12
H -3.97 0.09 6.94  0.10
H -4.08 1.44 8.02  0.09
H -2.67 0.63 8.19  0.10
H -2.22 2.71 6.77  0.13
H -1.71 -0.03 5.47  0.13
H -0.65 0.89 6.61  0.14
H 1.29 1.11 4.94  0.10
H 0.62 1.20 3.23  0.07
H 0.38 -0.24 4.09  0.10
C 1.16 -1.94 -0.19  0.00
C 1.15 -0.59 -0.94  -0.29
C 0.62 0.46 -0.14  -0.19
O -0.78 0.12 0.10  -0.21
C -1.54 1.07 0.82  -0.10
N 2.60 -0.23 -1.35  0.27
H 3.09 -0.99 -1.81  0.10
H 2.73 0.54 -1.99  0.09
H 3.15 -0.03 -0.53  0.10
H 1.93 -2.64 -0.53  0.08
H 0.17 -2.34 -0.42  0.06
H 1.16 -1.75 0.88  0.08
H 0.63 -0.71 -1.89  0.12
H 0.56 1.46 -0.57  0.11
H 1.24 0.65 0.73  0.13
H -1.55 2.05 0.34  0.08
H -1.15 1.10 1.83  0.07
H -2.55 0.67 0.87  0.08
C 5.40 -0.38 -4.86  -0.07
C 4.59 0.79 -5.29  -0.16
N 3.22 0.51 -5.83  -0.01
C 2.30 1.45 -6.27  -0.01
C 1.19 0.82 -6.86  0.01
N 1.46 -0.58 -6.64  -0.09
C 2.69 -0.75 -6.03  0.06
C 0.61 -1.69 -7.12  0.01
H 5.72 -1.00 -5.70  0.06
H 4.91 -1.00 -4.11  0.07
H 6.38 -0.04 -4.52  0.10
H 5.16 1.36 -6.02  0.13
H 4.46 1.46 -4.44  0.11
H 2.63 2.44 -5.97  0.13
H 0.24 1.20 -7.20  0.12
H 3.13 -1.63 -5.59  0.13
H 0.13 -1.34 -8.04  0.10
H -0.16 -1.84 -6.37  0.06
H 1.15 -2.65 -7.14  0.10
C 1.60 -6.14 3.86  -0.07
C 2.75 -5.15 4.00  -0.17
N 3.38 -4.92 2.72  -0.05
C 3.57 -3.75 2.11  -0.06
C 4.17 -3.99 0.89  0.00
N 4.26 -5.37 0.66  -0.03
C 3.88 -5.90 1.88  0.04
C 4.98 -6.06 -0.44  0.03
H 0.94 -5.90 3.02  0.07
H 0.91 -5.99 4.68  0.07
H 1.88 -7.18 4.00  0.09
H 3.52 -5.54 4.67  0.13
H 2.25 -4.29 4.45  0.12
H 3.21 -2.81 2.52  0.11
H 4.58 -3.40 0.08  0.12
H 3.74 -6.96 1.98  0.14
H 5.32 -5.38 -1.23  0.09
H 4.22 -6.69 -0.90  0.08
H 5.72 -6.78 -0.11  0.10
C -0.43 1.37 -3.74  -0.08
C -1.17 0.10 -4.17  -0.21
C -2.24 -0.14 -3.10  -0.09
N -3.44 -1.09 -3.48  -0.21
C -2.92 -2.43 -4.05  -0.06
C -2.08 -3.26 -2.99  -0.14
C -2.95 -3.56 -1.76  -0.12
C -3.67 -2.23 -1.19  -0.14
C -4.41 -1.36 -2.22  -0.06
C -4.32 -0.38 -4.47  -0.02
H 0.40 1.63 -4.39  0.06
H 0.07 1.25 -2.77  0.05
H -1.16 2.15 -3.51  0.07
H -0.43 -0.70 -4.29  0.09
H -1.55 0.35 -5.16  0.11
H -2.73 0.78 -2.78  0.12
H -1.81 -0.59 -2.21  0.10
H -2.29 -2.18 -4.90  0.11
H -3.79 -3.01 -4.36  0.14
H -1.19 -2.72 -2.66  0.09
H -1.59 -4.11 -3.47  0.12
H -2.28 -3.88 -0.96  0.09
H -3.75 -4.26 -1.99  0.12
H -3.02 -1.60 -0.59  0.09
H -4.39 -2.51 -0.41  0.10
H -4.85 -0.45 -1.80  0.11
H -5.25 -1.91 -2.65  0.12
H -4.49 0.63 -4.10  0.10
H -5.27 -0.91 -4.57  0.10
H -3.99 -0.23 -5.50  0.11
C 1.64 4.68 0.99  -0.08
C 0.41 4.94 1.82  -0.23
C 0.65 6.00 2.96  -0.03
N -0.65 6.46 3.78  -0.25
C -1.20 5.38 4.70  -0.12
C -0.17 5.05 5.80  -0.15
C 0.19 6.31 6.64  -0.15
C 0.64 7.48 5.75  -0.12
C -0.35 7.69 4.53  -0.11
C -1.72 6.82 2.74  0.01
H 2.43 4.32 1.65  0.07
H 2.14 5.49 0.47  0.10
H 1.44 3.92 0.23  0.07
H 0.07 4.00 2.26  0.10
H -0.46 5.13 1.19  0.09
H 0.92 6.88 2.38  0.13
H 1.41 5.66 3.66  0.13
H -1.48 4.47 4.16  0.10
H -2.17 5.75 5.02  0.13
H 0.70 4.63 5.29  0.11
H -0.49 4.21 6.41  0.10
H 0.99 6.04 7.34  0.13
H -0.73 6.60 7.14  0.12
H 1.66 7.44 5.38  0.12
H 0.60 8.36 6.39  0.12
H -0.01 8.43 3.81  0.14
H -1.32 8.06 4.89  0.13
H -2.56 7.23 3.31  0.10
H -2.12 6.00 2.15  0.09
H -1.37 7.61 2.07  0.12
C 3.56 -3.82 -3.42  -0.46
O 4.25 -3.43 -4.56  -0.15
O 3.91 -2.88 -2.44  -0.23
C 2.00 -3.91 -3.78  -0.56
F 1.38 -2.73 -3.78  0.11
F 1.83 -4.53 -4.97  0.12
F 1.32 -4.63 -2.91  0.14
C 4.99 -4.44 -5.30  -0.21
C 5.71 -3.65 -6.41  -0.07
H 6.57 -3.15 -5.96  0.08
H 6.06 -4.31 -7.20  0.08
H 5.02 -2.92 -6.83  0.06
H 4.39 -5.31 -5.56  0.12
H 5.85 -4.78 -4.72  0.12
H 3.93 -4.79 -3.11  0.13
C -5.32 -0.88 2.84  -0.33
O -4.11 -1.63 2.33  -0.14
O -4.89 0.46 3.08  -0.28
C -6.48 -1.15 1.88  -0.53
F -7.63 -0.54 2.35  0.11
F -6.20 -0.75 0.67  0.15
F -6.76 -2.47 1.62  0.12
C -3.05 -1.90 3.20  -0.26
C -1.90 -2.46 2.32  -0.05
H -1.41 -1.73 1.67  0.04
H -1.09 -2.90 2.91  0.08
H -2.21 -3.17 1.56  0.07
H -3.28 -2.65 3.96  0.12
H -2.66 -1.02 3.71  0.08
H -5.46 -1.36 3.80  0.14
C 1.64 -8.69 0.61  -0.42
O 1.88 -7.26 0.27  -0.17
O 2.73 -9.18 1.35  -0.25
C 0.24 -8.96 1.10  -0.58
F -0.22 -8.08 2.01  0.12
F -0.67 -8.84 0.11  0.10
F 0.08 -10.21 1.56  0.15
C 1.14 -6.72 -0.81  -0.25
C 0.37 -5.51 -0.20  -0.06
H -0.57 -5.84 0.25  0.07
H 0.99 -5.07 0.59  0.06
H 0.17 -4.64 -0.82  0.02
H 0.45 -7.33 -1.39  0.11
H 1.87 -6.37 -1.54  0.09
H 1.80 -9.06 -0.41  0.13
C 2.38 3.78 -2.92  -0.38
O 1.72 4.14 -4.12  -0.14
O 2.56 2.33 -2.86  -0.26
C 3.57 4.76 -2.98  -0.68
F 4.30 4.58 -1.95  0.18
F 4.27 4.55 -4.08  0.17
F 3.31 6.06 -3.01  0.16
C 0.40 4.66 -4.06  -0.30
C -0.01 4.78 -5.47  -0.06
H 0.08 3.81 -5.97  0.07
H -0.97 5.25 -5.68  0.08
H 0.68 5.47 -5.95  0.09
H 0.38 5.52 -3.39  0.11
H -0.27 4.10 -3.41  0.08
H 1.60 4.02 -2.21  0.11
C 4.60 0.15 2.43  -0.42
O 5.40 1.11 1.75  -0.11
O 3.92 -0.62 1.45  -0.25
C 5.62 -0.69 3.33  -0.50
F 6.69 0.00 3.75  0.12
F 4.98 -1.23 4.44  0.07
F 6.25 -1.69 2.70  0.13
C 4.72 2.28 1.21  -0.26
C 5.77 3.24 0.77  -0.08
H 6.77 3.01 1.16  0.09
H 5.65 3.41 -0.30  0.06
H 5.67 4.20 1.28  0.06
H 4.08 2.84 1.89  0.09
H 4.23 1.97 0.29  0.10
H 3.88 0.69 3.03  0.11

Calculated values
Multiplicity   1
Strongest force on any atom   5.606 eV/Å
Kohn-Sham gap   1.776 eV
Lowest unoccupied orbital energy   -6.33 eV
Highest occupied orbital energy   -0.29780 Eh
E_tot   -147132.76178 eV
Net charge   +2

=====

Record 4
The following is a quantum chemistry calculation of C23H18Br2N2O4Zn as an isolated structure, from OMol25.

Last column: Löwdin charge in e.
Geometry (Å):
Zn 0.76 0.11 0.11  0.74
O 2.69 0.66 -2.19  0.05
C 2.94 1.96 -2.48  -0.25
C 3.81 2.35 -3.50  -0.02
C 3.91 3.68 -3.86  -0.09
C 3.16 4.64 -3.21  -0.09
C 2.36 4.27 -2.14  -0.04
C 2.26 2.94 -1.76  -0.10
C 1.37 2.57 -0.58  -0.42
O 1.81 1.56 0.18  -0.21
N 0.03 2.33 -1.18  0.03
N -0.58 1.19 -1.00  -0.06
C -1.81 1.01 -1.34  -0.18
C -2.55 -0.21 -1.21  -0.58
Br -1.45 -1.74 -0.88  0.88
C -3.89 -0.20 -1.35  -0.08
C -4.92 -1.21 -1.34  -0.22
C -4.77 -2.55 -0.95  -0.04
C -5.81 -3.44 -1.09  -0.07
C -7.04 -3.04 -1.59  -0.08
C -7.23 -1.70 -1.92  -0.08
C -6.19 -0.80 -1.78  -0.04
H 3.28 0.09 -2.71  0.11
H 4.39 1.60 -4.03  0.11
H 4.58 3.97 -4.66  0.10
H 3.20 5.68 -3.52  0.10
H 1.80 5.02 -1.60  0.11
H 1.24 3.48 0.05  0.15
H -0.49 3.13 -1.52  0.16
H -2.36 1.85 -1.77  0.13
H -4.30 0.78 -1.55  0.11
H -3.83 -2.87 -0.54  0.05
H -5.66 -4.48 -0.81  0.11
H -7.84 -3.75 -1.73  0.10
H -8.19 -1.36 -2.28  0.10
H -6.35 0.23 -2.04  0.11
Br 6.63 -2.47 1.44  0.72
C 4.84 -1.96 1.80  -0.68
C 3.87 -2.21 0.84  -0.12
C 2.55 -1.88 1.12  -0.05
C 2.22 -1.29 2.33  -0.13
C 3.21 -1.05 3.28  0.00
C 4.52 -1.37 3.02  -0.11
C 0.78 -0.94 2.66  -0.59
O 0.34 -1.10 3.77  0.08
O 0.08 -0.49 1.67  -0.16
H 4.14 -2.66 -0.10  0.10
H 1.78 -2.17 0.41  0.10
H 2.93 -0.59 4.22  0.13
H 5.29 -1.20 3.75  0.10

Calculated values
Multiplicity   1
Strongest force on any atom   1.429 eV/Å
Kohn-Sham gap   7.543 eV
Lowest unoccupied orbital energy   -0.54 eV
Highest occupied orbital energy   -0.29704 Eh
E_tot   -223815.51886 eV
Net charge   0

=====

Record 5
The following is a quantum chemistry calculation of C34H39N5O3P2STi as an isolated structure, from OMol25.

Last column: Löwdin charge in e.
Geometry (Å):
Ti -1.03 2.74 1.78  1.32
C 3.69 -0.14 2.68  -0.12
C 3.28 0.20 1.46  -0.08
C 1.92 -0.15 0.84  -0.20
C 0.64 0.32 1.61  -0.22
C 0.31 -0.54 2.81  -0.14
C 0.99 -1.57 3.32  -0.06
C 2.28 -2.26 2.92  -0.17
C 3.62 -1.53 3.24  -0.16
C -2.58 2.87 2.94  -0.12
H 4.19 0.58 3.34  0.11
H 3.73 1.07 0.97  0.10
H 1.82 -1.23 0.67  0.09
H 1.86 0.34 -0.14  0.06
H 0.77 1.39 1.89  0.05
H -0.22 0.27 0.92  0.08
H -0.68 -0.29 3.26  0.11
H 0.55 -2.07 4.20  0.13
H 2.30 -2.56 1.85  0.11
H 2.30 -3.20 3.51  0.12
H 3.78 -1.45 4.33  0.12
H 4.47 -2.15 2.86  0.13
H -2.38 2.78 4.01  0.05
H -3.06 1.95 2.57  0.06
H -3.29 3.69 2.75  0.07
P -2.67 -1.18 -1.43  1.10
P 0.62 0.14 -2.94  1.10
N -2.97 -2.85 -0.91  -0.28
N -4.16 -1.23 -2.48  -0.25
N 1.62 -1.31 -3.15  -0.28
N 1.10 0.77 -4.61  -0.25
C -1.56 -1.74 -2.78  -0.42
C -0.95 -0.57 -3.60  -0.42
C -3.30 -3.16 0.41  -0.14
C -3.58 -4.52 0.50  -0.07
C -3.43 -5.08 -0.81  -0.05
C -3.03 -4.04 -1.65  -0.12
C -5.14 -0.26 -2.33  -0.15
C -6.12 -0.46 -3.30  -0.07
C -5.74 -1.60 -4.08  -0.05
C -4.53 -2.06 -3.54  -0.11
C 2.58 -1.76 -2.24  -0.14
C 2.96 -3.04 -2.61  -0.07
C 2.22 -3.40 -3.78  -0.05
C 1.42 -2.31 -4.09  -0.18
C 1.85 0.27 -5.67  -0.09
C 1.73 1.14 -6.77  -0.04
C 0.84 2.19 -6.37  -0.06
C 0.45 1.92 -5.06  -0.15
H -2.06 -2.39 -3.51  0.06
H -0.76 -2.34 -2.30  0.08
H -0.78 -0.93 -4.63  0.08
H -1.68 0.26 -3.69  0.07
H -3.25 -2.38 1.16  0.09
H -3.86 -5.05 1.40  0.10
H -3.58 -6.10 -1.11  0.11
H -2.74 -4.09 -2.69  0.09
H -5.04 0.48 -1.56  0.09
H -7.01 0.14 -3.43  0.10
H -6.26 -2.02 -4.92  0.11
H -3.93 -2.89 -3.86  0.09
H 2.95 -1.12 -1.46  0.08
H 3.69 -3.66 -2.10  0.10
H 2.27 -4.32 -4.35  0.11
H 0.75 -2.18 -4.94  0.11
H 2.40 -0.66 -5.61  0.10
H 2.22 1.03 -7.72  0.11
H 0.55 3.04 -6.96  0.10
H -0.24 2.45 -4.42  0.10
O 1.91 1.16 4.50  -0.22
S 0.86 2.11 4.77  0.71
O -0.28 1.72 5.54  -0.23
N 0.26 2.80 3.34  -0.19
C 0.42 4.14 3.24  -0.37
O -0.28 4.56 2.21  -0.06
C 1.28 4.67 4.25  -0.11
C 1.89 5.94 4.44  0.06
C 2.74 6.11 5.54  -0.01
C 3.00 5.06 6.44  0.01
C 2.41 3.82 6.26  0.00
C 1.55 3.66 5.19  -0.20
H 1.67 6.75 3.73  0.14
H 3.20 7.07 5.72  0.12
H 3.66 5.23 7.30  0.14
H 2.62 2.98 6.94  0.14

Calculated values
Multiplicity   1
Strongest force on any atom   4.643 eV/Å
Kohn-Sham gap (alpha / beta)   1.832 / 1.966 eV
Lowest unoccupied orbital energy (alpha / beta)   -9.70 / -9.69 eV
Highest occupied orbital energy (alpha / beta)   -0.42396 / -0.42840 Eh
E_tot   -101988.36873 eV
Net charge   +2

=====

Question: Look up the strongest force on any atom of the third one.
Answer: 5.606 eV/Å